{"formula": "C30H18F14NO2PPdS", "method": "ωB97M-V/def2-TZVPD", "total_charge": 0, "relative_energy_kj_mol": 42.8, "lumo_ev": -0.98, "homo_lumo_gap_ev": 7.6, "max_force_ev_per_a": 0.348, "symbols": ["F", "N", "H", "F", "C", "H", "C", "C", "F", "C", "C", "H", "F", "H", "C", "H", "C", "H", "C", "Pd", "O", "F", "H", "H", "H", "C", "F", "H", "C", "H", "C", "C", "C", "C", "O", "C", "S", "C", "C", "C", "C", "H", "F", "C", "C", "F", "H", "H", "C", "F", "H", "H", "F", "P", "F", "C", "F", "C", "F", "C", "C", "C", "C", "F", "H", "H", "C", "C"], "coordinates": [[-2.61, -2.90, -5.15], [-2.47, 0.61, 3.22], [2.94, 3.54, -1.74], [-4.94, 4.14, -0.14], [-3.61, 4.22, -0.25], [3.01, -2.33, 3.88], [-1.68, 5.13, -1.30], [2.34, -2.50, 3.05], [-3.83, 5.70, -2.07], [-3.23, -0.88, 1.17], [4.42, 0.64, -0.79], [-1.99, -0.10, -1.25], [-1.13, 5.92, -2.23], [5.40, 0.17, -0.77], [1.94, 1.87, -0.84], [-1.96, -0.11, 3.73], [-2.79, 3.54, 0.63], [2.36, -0.47, 2.40], [-1.36, -2.41, -5.21], [-1.10, 0.54, 1.44], [-2.01, -1.33, 1.34], [-3.39, 2.83, 1.59], [-3.78, -1.95, 2.97], [3.43, -1.02, 0.10], [-2.35, 1.49, 3.71], [3.32, -0.02, -0.30], [1.70, -4.70, 4.99], [-2.74, -0.93, -3.45], [2.06, 0.60, -0.32], [1.04, -2.85, -4.03], [-1.40, 3.58, 0.55], [3.05, 2.54, -1.34], [-4.10, -1.09, 2.39], [2.22, -4.89, 3.76], [-3.59, -0.14, 0.26], [-3.91, 0.23, 3.17], [-0.34, 2.71, 1.68], [-1.74, -1.15, -3.10], [1.97, -1.46, 2.22], [-1.31, -0.67, -1.87], [-0.89, -1.93, -3.87], [-4.31, 0.16, 4.18], [3.56, -4.95, 3.92], [1.11, -1.69, 1.14], [0.39, -2.24, -3.43], [5.96, 2.01, -2.96], [-5.15, -1.19, 2.11], [-0.10, -3.14, 0.13], [0.60, -2.97, 0.93], [6.52, 2.59, -0.95], [1.82, -1.99, -1.85], [0.57, -5.00, 1.61], [0.44, 4.59, -0.54], [0.55, -0.27, 0.16], [-1.38, -1.41, -6.12], [-3.05, 5.03, -1.22], [5.27, 3.90, -2.16], [0.82, -1.75, -2.20], [1.81, -6.09, 3.33], [1.83, -3.78, 2.82], [-0.03, -0.97, -1.42], [5.51, 2.62, -1.84], [4.28, 1.93, -1.30], [-0.58, -3.38, -5.71], [0.97, 2.35, -0.85], [-4.44, 1.01, 2.63], [0.96, -4.01, 1.77], [-0.88, 4.42, -0.42]], "nbo_charge": [-0.320, -0.829, 0.242, -0.283, 0.254, 0.232, 0.249, -0.195, -0.279, 0.778, -0.173, 0.267, -0.285, 0.232, -0.099, 0.387, 0.388, 0.229, 0.972, 0.564, -0.789, -0.318, 0.219, 0.228, 0.404, -0.197, -0.323, 0.237, -0.381, 0.237, -0.335, -0.187, -0.519, 0.965, -0.665, -0.207, -0.163, -0.169, -0.198, -0.182, -0.120, 0.191, -0.322, -0.360, -0.211, -0.322, 0.236, 0.239, -0.165, -0.322, 0.212, 0.238, -0.312, 1.149, -0.321, 0.287, -0.317, -0.125, -0.319, -0.074, -0.387, 0.973, -0.133, -0.321, 0.222, 0.224, -0.201, 0.376]}